The following is a quantum chemistry calculation of a structure of composition C25H33O2Pr, from the OMol25 dataset.

As for the gap between HOMO and LUMO (alpha / beta): 6.410 / 6.429 eV. The HOMO energy (alpha / beta) comes out at -6.55 / -6.56 eV.

Structure (ORCA input):
```
! RIJCOSX wB97M-V def2-TZVPD def2/J DEFGRID3
* xyz 0 3
O 0.176 0.215 -2.213
C 1.067 -0.919 -2.791
C 1.453 -0.171 -4.056
H 0.532 -1.830 -3.062
H 1.783 -1.304 -2.069
C 0.429 0.851 -3.647
H 1.108 -0.590 -4.992
H 2.454 0.236 -4.194
C -0.725 0.581 -4.580
H -0.885 -0.498 -4.614
H -0.477 0.911 -5.610
H -1.669 1.065 -4.341
C 0.949 2.322 -3.647
H 1.797 2.436 -2.948
H 0.192 3.066 -3.318
H 1.297 2.635 -4.671
Pr -0.753 0.419 -0.223
C -1.676 2.266 2.790
C -0.767 1.251 3.148
C 0.379 1.350 2.317
H -0.912 0.580 4.003
C 0.170 2.453 1.410
C -1.140 2.978 1.687
H -1.539 3.935 1.335
H -2.602 2.535 3.310
H 1.342 0.869 2.483
H 0.908 2.968 0.788
C -4.166 0.973 0.252
C -3.540 2.052 -0.418
C -2.746 1.526 -1.490
H -3.876 3.096 -0.327
C -2.898 0.080 -1.470
C -3.720 -0.266 -0.329
H -4.162 -1.273 -0.124
H -4.998 1.075 0.972
H -2.392 2.110 -2.355
H -2.614 -0.579 -2.281
O 4.197 -1.282 -0.562
C 4.085 0.060 -0.005
C 4.517 0.108 1.496
H 3.004 0.412 -0.143
H 4.709 0.739 -0.611
C 4.560 -1.372 1.877
H 3.734 0.663 2.045
H 5.510 0.568 1.656
C 4.053 -2.157 0.586
H 3.890 -1.571 2.755
H 5.609 -1.528 2.190
H 2.978 -2.368 0.816
H 4.598 -3.105 0.546
C -2.326 -3.414 3.816
C -2.968 -2.177 3.823
C -2.726 -1.215 2.800
C -1.760 -1.454 1.843
C -1.157 -2.689 1.793
C -1.418 -3.667 2.796
H -2.488 -4.151 4.612
H -3.672 -1.955 4.618
H -3.316 -0.290 2.811
H -0.467 -2.931 0.975
H -0.923 -4.632 2.738
*
```

Mulliken atomic charge list, values in e, 5 entries:
1. O -0.257
2. C -0.426
3. C -0.849
4. H 0.239
5. H 0.343

***

The following is a quantum chemistry calculation of a structure of composition C32H60InNO30PS7, from the OMol25 dataset.

As for the gap between HOMO and LUMO: 3.483 eV. The HOMO energy comes out at -2.61 eV.

Structure (ORCA input):
```
! RIJCOSX wB97M-V def2-TZVPD def2/J DEFGRID3
* xyz -1 1
C 4.173 -5.764 -0.324
C 4.451 -4.402 -0.065
In 3.422 -2.857 -1.389
C 5.084 -1.562 -2.279
C 4.848 -1.186 -3.809
C 5.158 0.345 -4.148
C 3.921 1.308 -3.953
C 3.133 1.113 -2.598
C 1.918 2.125 -2.582
C 0.571 1.472 -3.159
C -0.336 1.022 -1.941
O -1.268 2.110 -1.654
C -2.375 1.497 -0.978
C 2.314 -3.956 -3.008
C 0.851 -3.495 -3.218
C 0.341 -3.069 -4.542
C -1.053 -2.619 -4.698
C -1.988 -2.567 -3.582
C -1.510 -2.999 -2.251
C -0.139 -3.458 -2.103
P 1.997 -1.301 0.021
N 0.751 -2.151 0.950
O 3.096 -0.659 1.205
H 4.785 -6.304 -1.094
H 3.371 -6.263 0.285
H 5.124 -4.033 0.762
H 6.060 -2.091 -2.127
H 5.114 -0.593 -1.696
H 3.800 -1.428 -4.138
H 5.579 -1.776 -4.441
H 5.402 0.375 -5.258
H 6.056 0.733 -3.607
H 4.301 2.378 -3.945
H 3.172 1.261 -4.794
H 3.764 1.316 -1.690
H 2.783 0.041 -2.552
H 2.161 3.037 -3.210
H 1.686 2.502 -1.548
H -0.015 2.197 -3.785
H 0.869 0.540 -3.713
H 0.283 0.815 -1.019
H -0.891 0.069 -2.173
H -3.054 2.276 -0.527
H -1.981 0.837 -0.153
H -2.990 0.872 -1.697
H 2.347 -5.081 -2.873
H 2.853 -3.751 -3.983
H 1.055 -3.122 -5.395
H -1.361 -2.333 -5.739
H -3.038 -2.211 -3.723
H -2.177 -2.980 -1.350
H 0.266 -3.820 -1.117
H 0.863 -2.018 1.964
H -0.193 -1.856 0.680
H 2.582 -0.677 2.032
C -0.471 -6.610 -2.477
C -1.037 -7.686 -3.382
O 0.014 -8.645 -3.516
S 0.874 -8.683 -2.147
O 0.406 -9.770 -1.354
O 2.244 -8.509 -2.474
O 0.312 -7.314 -1.504
H 0.190 -5.939 -3.027
H -1.251 -6.029 -1.989
H -1.330 -7.298 -4.356
H -1.892 -8.186 -2.918
C 7.700 1.704 -0.153
C 8.937 2.583 -0.213
O 9.229 2.706 -1.607
S 7.843 2.672 -2.441
O 7.457 4.015 -2.728
O 7.954 1.674 -3.447
O 6.900 2.108 -1.262
H 7.957 0.649 -0.285
H 7.150 1.828 0.779
H 9.782 2.150 0.320
H 8.732 3.582 0.180
C -5.542 3.097 2.760
C -5.682 2.544 1.356
O -4.810 1.410 1.320
S -4.766 0.730 2.782
O -5.677 -0.364 2.796
O -3.407 0.601 3.177
O -5.432 1.947 3.605
H -4.628 3.686 2.864
H -6.398 3.705 3.050
H -5.402 3.269 0.594
H -6.700 2.194 1.167
C 0.461 1.920 4.973
C -0.090 0.837 4.065
O 0.972 -0.114 3.944
S 1.821 -0.141 5.319
O 1.358 -1.226 6.112
O 3.191 0.050 5.005
O 1.239 1.229 5.952
H 1.124 2.596 4.426
H -0.329 2.497 5.452
H -0.377 1.219 3.087
H -0.944 0.334 4.523
C -9.853 7.113 3.969
C -10.193 5.739 4.512
O -9.073 4.921 4.165
S -7.734 5.823 4.183
O -7.085 5.637 5.431
O -7.067 5.660 2.937
O -8.450 7.269 4.196
H -10.032 7.169 2.892
H -10.410 7.904 4.469
H -11.110 5.337 4.084
H -10.277 5.753 5.601
C 3.570 5.716 -0.688
C 4.217 6.799 0.158
O 5.603 6.462 0.190
S 6.007 5.746 -1.210
O 6.584 6.727 -2.062
O 6.641 4.513 -0.919
O 4.509 5.445 -1.729
H 3.425 4.798 -0.112
H 2.617 6.034 -1.108
H 3.808 6.840 1.166
H 4.118 7.781 -0.314
C -7.335 -3.198 4.464
C -6.807 -3.862 3.209
O -7.130 -5.247 3.364
S -8.508 -5.380 4.196
O -9.576 -5.556 3.273
O -8.289 -6.259 5.290
O -8.568 -3.865 4.752
H -6.659 -3.353 5.309
H -7.503 -2.131 4.326
H -5.734 -3.728 3.087
H -7.321 -3.492 2.318
*
```

Mulliken atomic charge list, values in e, 5 entries:
1. C -0.603
2. C -0.578
3. In 0.763
4. C -0.587
5. C -0.365

***

The following is a quantum chemistry calculation of a cluster of 10 separate species, C33H83N3O10 in total, from the OMol25 dataset.

As for the gap between HOMO and LUMO: 8.935 eV. Its relative energy (zero: lowest compared OMol25 entry of this formula, charge and spin) is 0.00 kcal/mol. The HOMO energy comes out at -8.64 eV. As for the structure (SMILES): CC1(C)CCCC(C)(C)N1O.CC1(C)CCCC(C)(C)N1O.CC1(C)CCCC(C)(C)N1O.CC(C)O.CC(C)O.O.O.O.O.O.

Structure (ORCA input):
```
! RIJCOSX wB97M-V def2-TZVPD def2/J DEFGRID3
* xyz 0 1
C -3.114 4.076 -4.255
C -4.212 4.398 -3.196
C -4.908 5.712 -3.583
C -5.216 3.190 -3.257
C -4.655 1.952 -2.562
C -4.446 2.266 -1.022
C -3.319 3.353 -0.907
C -3.139 3.862 0.496
C -2.036 2.815 -1.459
N -3.858 4.536 -1.739
O -2.868 5.603 -1.622
H -2.217 4.594 -3.978
H -2.844 3.025 -4.322
H -3.333 4.423 -5.273
H -5.604 5.863 -2.745
H -4.171 6.501 -3.634
H -5.488 5.507 -4.485
H -6.160 3.425 -2.762
H -5.392 2.982 -4.303
H -5.395 1.206 -2.671
H -3.718 1.604 -3.014
H -4.190 1.460 -0.341
H -5.384 2.593 -0.672
H -2.638 3.165 1.138
H -4.151 3.921 0.913
H -2.535 4.792 0.493
H -1.846 2.708 -2.489
H -1.825 1.871 -0.988
H -1.301 3.563 -1.093
H -2.087 5.446 -2.231
C 1.394 1.442 -0.376
C 2.643 2.338 0.028
C 2.561 3.617 -0.754
C 2.663 2.518 1.587
C 3.945 3.060 2.154
C 5.068 2.113 1.683
C 5.141 1.979 0.162
C 5.736 3.236 -0.461
C 6.114 0.871 -0.180
N 3.841 1.557 -0.392
O 3.837 1.532 -1.814
H 0.484 1.944 -0.113
H 1.472 1.162 -1.458
H 1.517 0.587 0.218
H 3.402 4.247 -0.722
H 2.162 3.340 -1.722
H 1.735 4.215 -0.350
H 1.743 2.972 1.818
H 2.522 1.472 1.904
H 3.980 4.175 1.982
H 3.892 2.886 3.203
H 4.856 1.149 2.228
H 6.003 2.553 2.073
H 6.771 3.337 -0.146
H 5.334 4.272 -0.232
H 5.816 3.193 -1.555
H 6.263 0.921 -1.263
H 5.768 -0.125 0.195
H 7.104 1.060 0.295
H 3.660 0.591 -1.994
C 1.386 -4.820 6.377
C 1.896 -3.483 5.690
C 2.817 -2.564 6.641
C 2.738 -3.768 4.429
C 3.053 -2.599 3.529
C 1.647 -2.146 3.041
C 0.756 -1.704 4.171
C 1.133 -0.334 4.726
C -0.627 -1.608 3.590
N 0.642 -2.836 5.143
O -0.257 -2.453 6.182
H 0.797 -4.646 7.241
H 0.737 -5.317 5.650
H 2.243 -5.406 6.689
H 3.325 -1.877 5.997
H 2.319 -2.082 7.474
H 3.465 -3.269 7.074
H 3.757 -4.077 4.815
H 2.377 -4.543 3.743
H 3.482 -1.724 4.027
H 3.636 -2.923 2.612
H 1.132 -2.905 2.513
H 1.734 -1.289 2.363
H 0.873 -0.037 5.712
H 0.600 0.397 4.162
H 2.204 -0.126 4.612
H -1.320 -1.122 4.257
H -1.044 -2.560 3.237
H -0.638 -0.941 2.715
H 0.217 -1.765 6.639
C -3.505 -3.192 -4.768
C -3.520 -1.763 -4.295
C -2.189 -1.195 -4.046
O -4.280 -0.999 -5.256
H -2.827 -3.589 -3.944
H -2.925 -3.238 -5.705
H -4.495 -3.630 -4.848
H -4.212 -1.726 -3.456
H -1.526 -1.431 -4.889
H -1.686 -1.650 -3.156
H -2.175 -0.149 -3.969
H -4.488 -1.588 -5.970
C -2.656 -4.270 -0.060
C -3.055 -2.868 -0.526
C -4.186 -2.290 0.352
O -1.848 -2.104 -0.492
H -2.351 -4.326 0.984
H -1.918 -4.593 -0.804
H -3.500 -5.002 -0.131
H -3.385 -3.034 -1.553
H -5.087 -2.932 0.417
H -4.528 -1.309 -0.040
H -3.868 -2.091 1.410
H -2.194 -1.244 -0.596
O 1.060 -2.580 -0.634
H 1.617 -2.009 -0.068
H 0.124 -2.407 -0.484
O 3.141 -1.393 -2.534
H 2.334 -1.739 -2.126
H 3.023 -1.692 -3.426
O 3.273 -1.180 0.387
H 3.960 -1.808 0.105
H 3.586 -0.307 0.091
O 0.252 -4.438 -5.223
H 0.613 -4.689 -4.370
H 0.519 -3.510 -5.391
O 0.771 -5.220 -2.526
H 0.962 -4.778 -1.723
H 0.716 -6.136 -2.223
*
```

Mulliken atomic charge list, values in e, 5 entries:
1. C -1.502
2. C 1.597
3. C -1.932
4. C -1.506
5. C 0.601